[1]
{
  "formula": "C5H6BrN3O2",
  "method": "the ωB97M-V functional and the def2-TZVPD basis",
  "symbols": ["C", "C", "C", "C", "C", "N", "N", "N", "O", "O", "Br", "H", "H", "H", "H", "H", "H"],
  "xyz": [[-1.3325, -1.5949, -0.0393], [-0.6667, -1.1715, 1.0796], [-1.6841, -0.7442, -1.0988], [-0.1795, 0.1340, 1.0041], [-0.5417, 0.9547, -0.0390], [-1.3119, 0.5311, -0.9373], [2.4342, 0.4364, -1.1436], [0.6748, 0.6929, 2.0140], [0.6252, 0.1913, 3.1136], [1.4206, 1.5578, 1.6299], [-2.6240, 2.0819, -2.1059], [-1.7092, -2.6074, -0.1510], [-0.4776, -1.9110, 1.9555], [-2.2827, -0.9535, -1.9089], [2.8819, 0.5111, -2.0551], [1.6897, 1.1106, -0.9536], [3.0836, 0.7808, -0.3643]],
  "atomic_forces_ev_per_a": [[-1.548, -0.936, -1.842], [1.030, -0.542, 1.295], [1.448, 0.873, 2.986], [-0.542, -0.423, 0.084], [-0.726, -0.527, -0.184], [0.424, 0.430, -0.074], [0.868, 0.701, 2.488], [0.354, -0.666, 0.011], [0.129, 0.177, 0.481], [0.478, 0.684, 0.399], [0.024, -0.098, -0.181], [0.217, 0.002, 0.310], [-0.235, 1.763, -1.601], [-1.112, -0.773, -1.661], [-0.290, 0.495, 0.399], [0.039, -0.135, -1.118], [-0.559, -1.025, -1.791]],
  "mulliken_charge": [-0.44, -0.25, -0.37, 0.55, 0.03, -0.41, -0.61, 0.96, -0.58, -0.55, -0.17, 0.33, 0.36, 0.52, 0.22, 0.19, 0.24],
  "homo_lumo_gap_ev": [8.14, 7.67],
  "lumo_ha": [-0.065, -0.064],
  "relative_energy_kcal_mol": 143.38,
  "charge": 0,
  "multiplicity": 1,
  "e_tot_ha": -3082.6633
}



[2]
{
  "formula": "C5H6BrN3O3",
  "method": "the ωB97M-V functional and the def2-TZVPD basis",
  "symbols": ["C", "C", "C", "C", "C", "N", "N", "N", "O", "O", "O", "Br", "H", "H", "H", "H", "H", "H"],
  "xyz": [[-1.9301, -0.5769, -1.3875], [0.4194, 0.4833, 1.2840], [1.7105, -0.1531, 0.7409], [0.8418, -1.2989, -1.0912], [-1.1867, -0.4300, -0.2047], [-2.4241, -0.7834, -2.4064], [-0.5532, 0.6693, 0.1853], [-0.9658, 1.9597, -0.1696], [-0.3658, 2.8844, 0.3213], [-1.7917, 1.9976, -1.0489], [1.6480, -0.3979, -0.5628], [-1.7176, -1.7535, 1.1468], [-0.0013, -0.1102, 2.1400], [0.5701, 1.5476, 1.5813], [2.5145, 0.6213, 0.8916], [1.8632, -1.1085, 1.3356], [0.4830, -2.0933, -0.5312], [0.8859, -1.4577, -2.2243]],
  "atomic_forces_ev_per_a": [[0.037, 0.241, -0.419], [-0.664, 1.697, 0.224], [0.315, 0.396, 4.327], [-1.337, 1.175, -1.029], [0.841, -3.328, -1.914], [-0.326, -0.131, -0.154], [1.226, 1.218, 2.174], [-0.050, -0.374, -0.463], [0.043, 0.363, 0.229], [-0.277, 0.328, 0.220], [0.156, -0.450, -4.613], [-0.218, 0.324, -0.234], [0.128, 0.721, -0.982], [0.324, -1.058, 0.214], [-0.445, -1.272, -0.076], [0.350, 0.987, -0.594], [0.012, -1.680, 1.251], [-0.112, 0.841, 1.838]],
  "mulliken_charge": [0.47, -0.81, -0.18, -0.36, -0.08, -0.50, 0.00, 1.13, -0.69, -0.61, -0.29, -0.13, 0.36, 0.40, 0.27, 0.29, 0.41, 0.30],
  "homo_lumo_gap_ev": [7.41, 7.37],
  "lumo_ha": [-0.028, -0.029],
  "relative_energy_kcal_mol": 71.78,
  "charge": 0,
  "multiplicity": 1,
  "e_tot_ha": -3157.8574
}



[3]
{
  "formula": "C5H6BrNO",
  "method": "the ωB97M-V functional and the def2-TZVPD basis",
  "symbols": ["C", "C", "C", "C", "C", "N", "O", "Br", "H", "H", "H", "H", "H", "H"],
  "xyz": [[-0.6733, 2.1218, 1.4183], [0.4756, 1.8707, 1.4267], [-0.1937, -0.7089, -0.6280], [1.3242, -0.1870, -2.2039], [-0.5753, -1.1368, 0.5902], [1.1401, -0.7569, -1.0794], [-1.8339, -1.2438, 1.0231], [0.7789, -1.7954, 1.6603], [-1.6428, 2.4257, 1.7154], [1.4138, 1.4818, 1.1386], [-0.9238, -0.2456, -1.4296], [2.2952, -0.2546, -2.4971], [0.6244, 0.2300, -2.8288], [-2.2094, -1.8010, 1.6942]],
  "atomic_forces_ev_per_a": [[-2.413, 0.980, 1.022], [2.213, -0.895, -0.898], [-1.863, 0.808, -1.509], [0.453, -1.690, 2.512], [0.175, -0.959, -0.964], [-1.220, 0.775, 0.288], [-0.840, 1.884, -1.536], [0.528, -0.493, 1.142], [-0.354, 0.007, -0.310], [0.560, 0.025, 0.240], [0.917, -1.075, 2.047], [2.710, 0.175, -1.385], [-1.985, 1.108, -1.234], [1.118, -0.650, 0.585]],
  "mulliken_charge": [-0.50, -0.30, 0.22, -0.30, -0.02, -0.37, -0.50, -0.10, 0.39, 0.43, 0.13, 0.30, 0.27, 0.36],
  "homo_lumo_gap_ev": 9.06,
  "lumo_ha": 0.023,
  "smiles": "C=N/C=C(/O)Br.C#C",
  "relative_energy_kcal_mol": 99.55,
  "charge": 0,
  "multiplicity": 1,
  "e_tot_ha": -2897.9628
}



[4]
{
  "formula": "C5H6BrNO2",
  "method": "the ωB97M-V functional and the def2-TZVPD basis",
  "symbols": ["C", "C", "C", "C", "C", "N", "O", "O", "Br", "H", "H", "H", "H", "H", "H"],
  "xyz": [[-0.9716, 1.5172, 0.0521], [-2.9524, -1.6687, 0.8258], [-0.8037, 1.1404, -1.2963], [-1.1089, 0.4394, -2.5221], [3.1707, -0.0303, 2.1352], [-0.0312, 2.0499, -0.8696], [-2.9477, -1.7087, -0.2993], [-2.8166, -1.6600, 1.9721], [2.4333, -1.7926, 1.9100], [-1.1023, -0.7183, -2.2869], [-0.4311, 0.7086, -3.3791], [-2.1673, 0.7265, -2.7406], [3.6589, 0.1662, 3.1115], [2.2793, 0.7445, 2.2197], [3.7904, 0.0860, 1.1674]],
  "atomic_forces_ev_per_a": [[0.676, 0.139, -1.017], [1.100, -0.017, 3.484], [-0.648, -0.593, 0.310], [-0.476, -1.977, -0.639], [-1.098, 2.366, -0.795], [0.422, 0.858, 1.254], [-0.543, -0.021, -4.133], [-0.514, 0.089, 0.652], [-0.113, -0.217, 0.396], [-0.046, 2.304, -0.671], [-0.680, -0.342, 0.925], [0.742, -0.451, -0.142], [0.314, -0.853, -0.883], [1.711, -1.675, -0.835], [-0.849, 0.391, 2.093]],
  "mulliken_charge": [-0.32, 0.68, 0.68, -0.76, -0.59, -0.37, -0.32, -0.36, -0.12, 0.24, 0.29, 0.25, 0.29, 0.21, 0.22],
  "homo_lumo_gap_ev": 10.30,
  "lumo_ha": 0.018,
  "smiles": "CC1=C=N1.O=C=O.CBr",
  "relative_energy_kcal_mol": 39.80,
  "charge": 0,
  "multiplicity": 1,
  "e_tot_ha": -2973.2477
}



[5]
{
  "formula": "C5H6BrP",
  "method": "the ωB97M-V functional and the def2-TZVPD basis",
  "symbols": ["C", "C", "C", "C", "C", "P", "Br", "H", "H", "H", "H", "H", "H"],
  "xyz": [[-0.3289, -1.3986, -0.0880], [-0.5333, -0.4461, -1.0639], [0.6379, -1.4457, 0.8566], [-0.6140, 0.8742, -1.0491], [0.6932, 1.1899, 0.9975], [1.9094, -0.0816, 0.9519], [1.1382, 3.0521, 0.8052], [-1.0678, -2.2682, -0.3069], [-0.5985, -1.0726, -1.9104], [0.7584, -2.3331, 1.3995], [-0.6928, 1.4971, -1.9470], [-1.0826, 1.3288, -0.2265], [-0.2191, 1.1037, 1.5811]],
  "atomic_forces_ev_per_a": [[-1.021, -3.229, 3.081], [0.282, 1.150, -1.727], [-0.337, 1.548, -1.914], [-1.441, 0.422, -1.409], [-0.991, 2.515, 0.476], [0.647, -1.917, 0.303], [0.058, -0.892, 0.014], [1.476, 0.950, 1.048], [0.353, 0.343, -2.171], [0.325, -1.045, 0.891], [0.241, -0.530, 0.080], [0.064, 0.740, 1.060], [0.342, -0.055, 0.267]],
  "mulliken_charge": [-0.28, -0.09, -0.50, -0.75, -0.68, 0.02, -0.13, 0.26, 0.36, 0.46, 0.30, 0.41, 0.63],
  "homo_lumo_gap_ev": [7.06, 6.95],
  "lumo_ha": [0.020, -0.080],
  "relative_energy_kcal_mol": 34.75,
  "charge": 0,
  "multiplicity": 3,
  "e_tot_ha": -3109.2654,
  "s_squared": 2.01
}



[6]
{
  "formula": "C5H6Cl2CrO4STi",
  "method": "the ωB97M-V functional and the def2-TZVPD basis",
  "symbols": ["Ti", "Cr", "Cl", "Cl", "C", "C", "C", "O", "O", "O", "C", "S", "C", "O", "H", "H", "H", "H", "H", "H"],
  "xyz": [[1.6397, 1.1781, -3.6824], [-0.8374, -1.1402, -0.0075], [2.5414, 2.0787, -1.8719], [0.1684, -1.3757, -1.9479], [-2.4530, -2.0327, -0.4099], [0.8092, 2.7400, -4.2498], [0.3117, 1.2581, -5.0393], [-3.5674, -2.3808, -0.4597], [0.4311, 3.8711, -4.3811], [-0.4460, 1.0223, -5.9357], [-0.2619, -1.8521, 2.6364], [-0.7687, -0.1117, 2.5239], [0.6780, 0.6175, 3.3101], [-0.5301, 0.4152, 1.0616], [-0.5332, -2.1602, 3.6584], [0.8276, -1.9547, 2.5145], [-0.8114, -2.4806, 1.9076], [1.5936, 0.1396, 2.9518], [0.6586, 1.6767, 3.0351], [0.5500, 0.4913, 4.3859]],
  "atomic_forces_ev_per_a": [[5.511, -3.249, 4.827], [4.254, 2.537, 0.870], [-1.012, -0.370, -1.622], [-0.408, 0.437, 0.570], [-10.021, -3.270, -0.827], [-2.727, 12.949, 0.080], [-8.348, -3.939, -9.877], [6.641, 1.818, 0.090], [2.018, -7.298, 0.325], [4.747, 2.009, 5.765], [0.630, 0.304, -0.955], [0.208, 0.864, 3.296], [0.020, 0.224, 0.010], [-0.427, -2.531, -3.006], [-0.341, -0.077, -0.190], [-0.279, -0.019, -0.108], [-0.154, -0.359, 0.400], [-0.180, -0.030, 0.005], [-0.111, -0.051, 0.214], [-0.022, 0.051, 0.135]],
  "mulliken_charge": [1.13, 0.76, -0.03, -0.16, 0.58, 0.42, 0.34, 0.04, 0.05, 0.03, -1.17, 0.72, -0.93, -0.49, 0.40, 0.47, 0.61, 0.39, 0.40, 0.45],
  "homo_lumo_gap_ev": [6.46, 6.75],
  "lumo_ha": [-0.676, -0.671],
  "relative_energy_kcal_mol": 0.00,
  "charge": 4,
  "multiplicity": 5,
  "e_tot_ha": -3705.6016,
  "s_squared": 6.11
}



[7]
{
  "formula": "C5H6Cl2IrN2O4Tm",
  "method": "the ωB97M-V functional and the def2-TZVPD basis",
  "symbols": ["Tm", "Ir", "Cl", "Cl", "C", "C", "C", "O", "O", "O", "C", "N", "C", "N", "O", "H", "H", "H", "H", "H", "H"],
  "xyz": [[0.2443, 0.0726, -4.1956], [-0.3433, 0.5859, -1.1417], [-1.0396, 2.0009, -3.2894], [1.7800, -1.7773, -4.8038], [-0.7880, -1.1331, -1.4392], [-0.0909, 1.0278, -6.6519], [0.1866, -0.8228, -6.6667], [-1.0470, -2.2677, -1.6121], [-0.0687, 1.4015, -7.7617], [0.6797, -1.4337, -7.5291], [-1.7822, 1.5318, 1.8241], [-0.9407, 2.6897, 1.6617], [0.0552, 2.8800, 0.7878], [0.8868, 3.9645, 1.0453], [0.2256, 2.2137, -0.3044], [-1.4331, 0.6922, 1.2738], [-2.7676, 1.7703, 1.4426], [-1.7651, 1.1783, 2.8557], [-1.0471, 3.4587, 2.3286], [1.3664, 4.4226, 0.2693], [0.6054, 4.6052, 1.8037]],
  "atomic_forces_ev_per_a": [[-1.354, 1.262, -0.095], [-0.335, -0.164, -1.287], [0.300, -0.460, 0.265], [0.782, -0.880, -0.133], [-1.511, -7.291, -1.767], [0.061, 4.912, -5.236], [3.253, -6.684, -3.607], [0.960, 4.608, 0.819], [-0.334, -1.732, 5.458], [-2.649, 3.112, 3.411], [0.395, 0.122, -0.159], [-0.177, -0.300, 1.476], [2.633, 1.105, -3.182], [-2.873, -0.815, 0.003], [0.609, 3.603, 3.653], [0.612, -0.534, -0.821], [-0.824, 0.230, 0.373], [-0.442, 0.578, 0.533], [-0.367, -0.181, 0.399], [0.660, -0.326, -0.041], [0.602, -0.166, -0.061]],
  "mulliken_charge": [1.40, 0.68, -0.33, 0.10, 0.71, 0.12, 0.29, -0.35, 0.08, 0.04, -0.65, 0.00, 0.84, -0.20, -0.66, 0.22, 0.42, 0.33, 0.30, 0.34, 0.30],
  "homo_lumo_gap_ev": [7.90, 4.90],
  "lumo_ha": [-0.578, -0.707],
  "relative_energy_kcal_mol": 42.84,
  "charge": 4,
  "multiplicity": 7,
  "e_tot_ha": -2712.5752,
  "s_squared": 12.06
}



[8]
{
  "formula": "C5H6Cl2MnO4STi",
  "method": "the ωB97M-V functional and the def2-TZVPD basis",
  "symbols": ["Mn", "Ti", "Cl", "Cl", "C", "C", "C", "O", "O", "O", "C", "S", "C", "O", "H", "H", "H", "H", "H", "H"],
  "xyz": [[2.4325, -1.4240, -1.0116], [0.1472, -0.3049, 0.4950], [2.6000, 0.0674, 0.7767], [0.3182, -2.3728, -0.5124], [-1.6985, 0.0407, -0.8342], [4.0904, -0.6968, -1.4296], [2.5412, -2.4895, -2.4459], [-2.7352, -0.0295, -1.3490], [5.0796, -0.1687, -1.6695], [2.6451, -3.1152, -3.4338], [-1.2152, 1.1154, 4.0607], [-0.7281, 0.7853, 2.3539], [0.3329, 2.1934, 2.0904], [0.1823, -0.6090, 2.3642], [-1.8049, 1.9972, 4.0025], [-0.2783, 1.2678, 4.6331], [-1.7824, 0.2520, 4.4187], [1.1844, 2.2281, 2.7701], [0.6753, 2.2963, 1.0554], [-0.3587, 3.0103, 2.3081]],
  "atomic_forces_ev_per_a": [[-2.988, 1.174, 5.855], [-0.418, -0.298, 1.510], [-0.339, -1.013, -1.563], [1.404, 0.071, -0.684], [-5.754, -0.461, -2.714], [7.715, 3.831, -2.046], [1.151, -7.380, -11.050], [5.412, 0.519, 2.572], [-4.147, -2.344, 1.003], [-0.715, 3.871, 6.308], [0.563, -1.309, 0.800], [-0.038, 0.072, 2.216], [0.358, -0.049, -0.030], [-0.851, 2.095, -1.712], [-0.758, 0.921, -0.069], [-0.331, -0.121, -0.341], [-0.066, 0.061, -0.019], [-0.028, -0.101, 0.201], [-0.133, 0.086, -0.106], [-0.037, 0.374, -0.130]],
  "mulliken_charge": [0.22, 0.74, -0.11, -0.02, 0.46, 0.63, 0.64, 0.04, 0.14, 0.12, -0.95, 0.70, -1.05, -0.32, 0.49, 0.44, 0.43, 0.45, 0.43, 0.52],
  "homo_lumo_gap_ev": [6.38, 6.68],
  "lumo_ha": [-0.706, -0.731],
  "relative_energy_kcal_mol": 0.00,
  "charge": 4,
  "multiplicity": 6,
  "e_tot_ha": -3812.1953,
  "s_squared": 8.82
}